Computed, not measured: a single C3H3NO2 molecule, with ωB97M-V with the def2-TZVPD basis set.

The geometry in ORCA input format:
```
! RIJCOSX wB97M-V def2-TZVPD def2/J DEFGRID3
* xyz 0 1
O -1.52710 1.57159 0.42717
C -0.63432 0.80949 0.22255
C -0.67155 -0.64823 -0.14709
N 0.71822 -1.04030 -0.34321
C 1.38070 0.00208 -0.06323
O 0.71131 1.14232 0.30031
H -1.12485 -1.18029 0.69412
H -1.30635 -0.79279 -1.02648
H 2.45393 0.13614 -0.06413
*
```

The HOMO energy comes out at -10.611 eV. The LUMO energy comes out at 0.8 eV. Its total energy is -8744.3952 eV. As for the relative energy (zero: lowest compared OMol25 entry of this formula, charge and spin): 71.0 kJ/mol.

natural (NBO) charges in e:
1. O -0.52
2. C 0.76
3. C -0.39
4. N -0.43
5. C 0.37
6. O -0.49
7. H 0.25
8. H 0.25
9. H 0.20

=====

Computed, not measured: a single C3H3NO2 molecule at a distorted geometry, with ωB97M-V with the def2-TZVPD basis set.

The geometry in ORCA input format:
```
! RIJCOSX wB97M-V def2-TZVPD def2/J DEFGRID3
* xyz 0 1
C 1.53775 -0.41582 -1.24706
C 0.00878 -0.47824 -0.79543
C 0.88359 0.93210 1.03729
N -0.13259 0.19368 0.46909
O 2.03451 0.46499 -0.58597
O 0.76868 -0.42456 1.47846
H -0.44805 0.30837 -1.42967
H -0.51035 -1.43375 -0.84946
H 0.90746 1.76602 1.67759
*
```

The HOMO energy (alpha / beta) comes out at -8.360 / -8.421 eV. The LUMO energy (alpha / beta) comes out at -0.3 / -0.1 eV. Its total energy is -8737.6426 eV. As for the relative energy (zero: lowest compared OMol25 entry of this formula, charge and spin): 722.5 kJ/mol.

natural (NBO) charges in e:
1. C 0.37
2. C -0.37
3. C 0.31
4. N -0.14
5. O -0.48
6. O -0.39
7. H 0.24
8. H 0.24
9. H 0.21

=====

Computed, not measured: a single C3H3NO2 molecule at a distorted geometry, with ωB97M-V with the def2-TZVPD basis set.

The geometry in ORCA input format:
```
! RIJCOSX wB97M-V def2-TZVPD def2/J DEFGRID3
* xyz 0 1
O -1.31178 0.41637 -0.86510
C -0.54227 0.03112 0.04751
C 0.91145 0.06712 -0.29509
O 1.03689 0.55116 -1.51521
C -1.01062 -0.44645 1.31260
N -1.19524 -0.87683 2.37280
H -0.54508 0.65753 -1.62746
H 1.27628 -0.95798 -0.02349
H 1.38038 0.55796 0.59344
*
```

The HOMO energy (alpha / beta) comes out at -9.543 / -9.543 eV. The LUMO energy (alpha / beta) comes out at -1.9 / -1.9 eV. Its total energy is -8741.4927 eV. As for the relative energy (zero: lowest compared OMol25 entry of this formula, charge and spin): 351.1 kJ/mol.

natural (NBO) charges in e:
1. O -0.51
2. C 0.49
3. C -0.13
4. O -0.78
5. C 0.16
6. N -0.17
7. H 0.52
8. H 0.21
9. H 0.21

=====

Computed, not measured: a molecular structure, C3H3NO2 at a distorted geometry, with ωB97M-V with the def2-TZVPD basis set.

The geometry in ORCA input format:
```
! RIJCOSX wB97M-V def2-TZVPD def2/J DEFGRID3
* xyz 0 1
O -0.79756 0.38548 -1.84193
C -0.12193 0.40718 -0.68924
C 0.22648 -0.84859 -0.23842
O 0.37292 -0.69272 1.12242
C 0.19157 0.60815 1.32188
N -0.07428 1.35039 0.28188
H -0.93077 -0.60891 -1.55846
H 0.89025 -1.53944 -0.74185
H 0.24331 0.93846 2.34371
*
```

The HOMO energy comes out at -9.062 eV. The LUMO energy comes out at 0.6 eV. Its total energy is -8742.0968 eV. As for the relative energy (zero: lowest compared OMol25 entry of this formula, charge and spin): 292.8 kJ/mol.

natural (NBO) charges in e:
1. O -0.64
2. C 0.43
3. C -0.22
4. O -0.39
5. C 0.37
6. N -0.48
7. H 0.51
8. H 0.23
9. H 0.19

=====

Computed, not measured: a single C3H3NO2 molecule at a distorted geometry, with ωB97M-V with the def2-TZVPD basis set.

The geometry in ORCA input format:
```
! RIJCOSX wB97M-V def2-TZVPD def2/J DEFGRID3
* xyz 0 1
N 2.24729 -0.41714 -1.15864
C 1.35936 -0.14709 -0.47077
C 0.22307 0.24023 0.38653
O -0.25098 1.53450 0.08999
C -0.95747 -0.73028 0.21908
O -1.21202 -1.26241 -0.82994
H 0.55539 0.26373 1.42840
H -0.50424 1.54760 -0.84402
H -1.61218 -0.82789 1.10552
*
```

The HOMO energy comes out at -10.805 eV. The LUMO energy comes out at 0.0 eV. Its total energy is -8743.1965 eV. As for the relative energy (zero: lowest compared OMol25 entry of this formula, charge and spin): 186.7 kJ/mol.

natural (NBO) charges in e:
1. N -0.27
2. C 0.23
3. C -0.09
4. O -0.66
5. C 0.42
6. O -0.47
7. H 0.23
8. H 0.48
9. H 0.13

=====

Computed, not measured: 3 unconnected molecules or ions with the total composition C3H3NO2 at a distorted geometry, with ωB97M-V with the def2-TZVPD basis set.

The geometry in ORCA input format:
```
! RIJCOSX wB97M-V def2-TZVPD def2/J DEFGRID3
* xyz 0 1
C 1.46816 0.34137 0.68170
O 0.85197 -0.55890 1.19225
C -1.12620 -1.53874 -0.04667
O -1.87171 -1.95347 0.70003
C -1.01925 0.81739 -1.27269
N -2.11747 0.93460 -1.60338
H 0.00273 0.72962 -0.97628
H 1.22954 1.40150 0.89469
H 2.28502 0.15608 -0.04223
*
```

The HOMO energy comes out at -11.032 eV. The LUMO energy comes out at -0.1 eV. Its total energy is -8742.2002 eV. As for the relative energy (zero: lowest compared OMol25 entry of this formula, charge and spin): 282.8 kJ/mol.

natural (NBO) charges in e:
1. C 0.25
2. O -0.48
3. C 0.51
4. O -0.50
5. C 0.07
6. N -0.30
7. H 0.21
8. H 0.12
9. H 0.12

=====

Computed, not measured: 3 unconnected molecules or ions with the total composition C3H3NO2 at a distorted geometry, with ωB97M-V with the def2-TZVPD basis set.

The geometry in ORCA input format:
```
! RIJCOSX wB97M-V def2-TZVPD def2/J DEFGRID3
* xyz 0 1
C -1.61303 0.10323 0.20536
O -1.17070 0.99876 -0.46729
C 1.18258 0.69738 -1.22754
O 1.77975 1.65912 -1.28572
C 1.26219 -1.05809 0.64949
N 2.40511 -1.18258 0.73391
H 0.19881 -0.97643 0.59986
H -1.67722 0.18434 1.30758
H -1.95426 -0.85237 -0.24003
*
```

The HOMO energy comes out at -11.027 eV. The LUMO energy comes out at -0.1 eV. Its total energy is -8742.0803 eV. As for the relative energy (zero: lowest compared OMol25 entry of this formula, charge and spin): 294.4 kJ/mol.

natural (NBO) charges in e:
1. C 0.24
2. O -0.48
3. C 0.51
4. O -0.50
5. C 0.07
6. N -0.30
7. H 0.21
8. H 0.12
9. H 0.12

=====

Computed, not measured: a single C3H3NO2 molecule at a distorted geometry, with ωB97M-V with the def2-TZVPD basis set.

The geometry in ORCA input format:
```
! RIJCOSX wB97M-V def2-TZVPD def2/J DEFGRID3
* xyz 0 1
O 2.30173 -0.26495 -0.09081
C 1.12864 -0.21311 0.01189
C -0.02586 -1.00967 0.14903
C -1.16261 -0.26573 0.11587
O -1.00896 1.03835 -0.01108
N 0.33487 1.37158 0.07892
H 0.01684 -2.07729 0.22759
H -2.18498 -0.60132 0.16735
H 0.60034 2.02214 -0.64877
*
```

The HOMO energy (alpha / beta) comes out at -9.206 / -9.206 eV. The LUMO energy (alpha / beta) comes out at 0.6 / 0.6 eV. Its total energy is -8741.9455 eV. As for the relative energy (zero: lowest compared OMol25 entry of this formula, charge and spin): 307.4 kJ/mol.

natural (NBO) charges in e:
1. O -0.52
2. C 0.68
3. C -0.51
4. C 0.25
5. O -0.30
6. N -0.43
7. H 0.25
8. H 0.21
9. H 0.36

=====

Computed, not measured: a gas-phase ion, C3H3NO2P (charge -1) at a distorted geometry, with ωB97M-V with the def2-TZVPD basis set.

The geometry in ORCA input format:
```
! RIJCOSX wB97M-V def2-TZVPD def2/J DEFGRID3
* xyz -1 1
O -2.15118 -1.10731 0.22602
C -1.07387 -0.64026 0.03138
P 0.44794 -1.63061 -0.25304
N 1.40687 -0.20123 -0.07219
C 0.51480 1.08894 -0.11562
C -0.79317 0.85896 -0.11941
O -1.78757 1.63379 -0.10311
H 0.39488 -1.69719 1.22438
H 2.00710 -0.32595 -0.78211
H 1.03421 2.02085 -0.03630
*
```

The HOMO energy comes out at -2.758 eV. The LUMO energy comes out at 4.3 eV. Its total energy is -18032.5906 eV. As for the relative energy (zero: lowest compared OMol25 entry of this formula, charge and spin): 95.4 kJ/mol.

natural (NBO) charges in e:
1. O -0.58
2. C 0.27
3. P 0.55
4. N -0.92
5. C -0.24
6. C 0.21
7. O -0.77
8. H -0.04
9. H 0.33
10. H 0.18

=====

Computed, not measured: 2 unconnected molecules or ions with the total composition C3H3NO2S at a distorted geometry, with ωB97M-V with the def2-TZVPD basis set.

The geometry in ORCA input format:
```
! RIJCOSX wB97M-V def2-TZVPD def2/J DEFGRID3
* xyz 0 1
C -0.05820 -0.32136 0.08221
C -1.23260 -0.56392 -0.76848
C 0.80049 0.59684 -0.03633
N 0.35724 1.42332 -2.01248
O 0.44635 2.59854 -2.07244
O -2.23703 0.06730 -0.79687
S 0.03163 0.30614 -2.96991
H 0.21944 -1.02167 0.81372
H -1.15227 -1.56835 -1.09578
H 1.65726 0.87297 0.61380
*
```

The HOMO energy (alpha / beta) comes out at -8.996 / -8.996 eV. The LUMO energy (alpha / beta) comes out at -0.8 / -0.8 eV. Its total energy is -19573.1035 eV. As for the relative energy (zero: lowest compared OMol25 entry of this formula, charge and spin): 740.3 kJ/mol.

natural (NBO) charges in e:
1. C -0.41
2. C 0.39
3. C -0.01
4. N -0.03
5. O -0.29
6. O -0.50
7. S 0.26
8. H 0.25
9. H 0.11
10. H 0.22